1.
{"formula": "C8H8F3NO4S2", "method": "the ωB97M-V functional and the def2-TZVPD basis", "orbital_gap_ev": 10.14, "total_charge": 0, "multiplicity": 1, "homo_energy_ha": -0.3580, "symbols": ["O", "S", "O", "O", "C", "C", "S", "C", "F", "F", "F", "O", "H", "H", "H", "N", "C", "C", "C", "C", "C", "H", "H", "H", "H", "H"], "coordinates": [[3.898, -0.493, -0.519], [3.021, -1.445, 0.055], [3.076, -1.777, 1.438], [3.035, -2.745, -0.854], [1.761, -3.391, -0.646], [0.786, -2.209, -0.781], [0.402, -1.942, -2.550], [-0.503, -2.419, 0.021], [-0.226, -2.649, 1.309], [-1.167, -3.476, -0.445], [-1.292, -1.349, -0.035], [1.468, -1.073, -0.271], [1.768, -3.805, 0.370], [1.618, -4.168, -1.395], [0.192, -0.628, -2.414], [-3.082, 2.431, 0.416], [-2.871, 3.743, 0.338], [-1.624, 4.331, 0.497], [-0.536, 3.513, 0.753], [-0.740, 2.145, 0.839], [-2.027, 1.656, 0.664], [-3.746, 4.352, 0.138], [-1.513, 5.404, 0.421], [0.453, 3.933, 0.884], [0.079, 1.467, 1.040], [-2.229, 0.597, 0.729]], "forces_ev_per_angstrom": [[-0.418, -0.173, 0.137], [0.158, 0.302, 0.168], [0.079, -0.035, -0.410], [-0.147, -0.270, 0.136], [0.287, 0.055, 0.283], [-0.306, 0.077, -0.571], [0.115, -0.128, 0.079], [0.258, 0.143, 0.291], [0.075, -0.006, 0.117], [-0.054, -0.135, -0.114], [-0.063, -0.004, -0.133], [0.265, -0.103, 0.124], [-0.254, -0.021, -0.235], [0.111, 0.195, 0.042], [-0.078, 0.033, 0.063], [0.059, 0.036, 0.016], [-0.030, -0.036, -0.018], [0.014, -0.015, 0.004], [0.012, 0.006, -0.005], [0.014, -0.017, -0.015], [-0.108, 0.119, 0.009], [0.018, 0.020, -0.002], [-0.012, 0.003, 0.002], [-0.001, -0.002, 0.000], [-0.008, -0.012, 0.001], [0.011, -0.033, 0.029]]}

2.
{"formula": "C8H8FN", "method": "the ωB97M-V functional and the def2-TZVPD basis", "orbital_gap_ev": [7.14, 7.14], "total_charge": 0, "multiplicity": 1, "homo_energy_ha": [-0.3069, -0.3069], "symbols": ["C", "C", "C", "C", "C", "C", "C", "C", "N", "F", "H", "H", "H", "H", "H", "H", "H", "H"], "coordinates": [[2.653, 0.339, 0.297], [1.858, 1.168, -0.562], [2.162, -0.774, 0.950], [0.566, 0.868, -0.708], [0.783, -1.051, 0.768], [0.000, -0.315, -0.147], [-2.628, 0.054, -0.844], [-1.386, -0.619, -0.363], [-2.466, -1.346, -0.276], [-1.491, 1.249, 1.293], [3.709, 0.559, 0.486], [2.202, 2.026, -1.034], [2.758, -1.227, 1.627], [-0.221, 1.383, -1.437], [0.305, -1.663, 1.438], [-2.975, 0.878, -0.230], [-2.913, 0.123, -1.869], [-2.916, -1.653, 0.613]], "forces_ev_per_angstrom": [[0.458, 0.569, -0.687], [1.130, -1.527, 1.825], [-3.419, 2.384, -2.522], [-4.593, -0.948, -2.665], [1.340, 1.562, -1.296], [0.884, -0.587, 1.181], [0.781, -0.608, 0.194], [-0.144, 2.974, 0.244], [-0.766, 0.506, 1.281], [-0.169, -0.788, -0.499], [-0.388, 0.262, -0.309], [1.049, 1.350, -0.603], [1.562, -1.751, 2.065], [2.240, -0.540, 1.743], [-1.035, -1.961, 1.157], [0.280, -0.340, 0.505], [0.023, -0.580, -0.661], [0.768, 0.022, -0.952]]}

3.
{"formula": "C8H8N2S2", "method": "the ωB97M-V functional and the def2-TZVPD basis", "orbital_gap_ev": 9.04, "total_charge": 0, "multiplicity": 1, "homo_energy_ha": -0.3352, "symbols": ["C", "C", "C", "C", "C", "N", "N", "C", "S", "C", "C", "H", "H", "H", "H", "H", "H", "S", "H", "H"], "coordinates": [[-0.128, -2.555, -1.996], [-0.010, -2.801, -0.661], [0.238, -1.816, 0.265], [0.343, -0.505, -0.165], [0.634, 0.549, 0.794], [0.413, 0.394, 2.062], [0.603, 1.502, 2.748], [1.044, 2.487, 2.097], [1.166, 2.149, 0.336], [0.410, -0.273, -1.539], [0.167, -1.254, -2.412], [-0.391, -3.367, -2.622], [0.021, -3.762, -0.264], [0.314, -1.978, 1.278], [1.078, 3.489, 2.470], [0.702, 0.812, -1.855], [0.412, -0.981, -3.467], [-2.264, 2.562, 0.372], [-1.467, 2.653, 1.516], [-3.286, 2.694, 1.040]], "forces_ev_per_angstrom": [[0.351, 0.934, 0.234], [0.216, 0.333, 0.733], [-0.477, 1.459, -1.652], [0.937, -0.276, -0.377], [-0.259, 0.417, -0.424], [-0.255, -1.106, -0.876], [0.068, 0.318, 2.337], [-0.111, 0.906, -2.442], [0.025, -0.355, 1.667], [0.642, 3.689, 1.395], [0.415, -0.773, -3.161], [0.055, -0.421, -0.922], [-0.488, -1.804, 0.253], [0.171, -0.712, 2.074], [0.416, 0.264, 0.222], [-0.658, -2.223, 0.208], [-0.857, -0.652, 0.712], [4.005, -0.284, -0.966], [-0.785, -0.118, -1.108], [-3.413, 0.405, 2.091]]}